1.
# C2H3N2O2

A gas-phase ion, C2H3N2O2 (charge -1) in a non-equilibrium geometry (wB97M-V/def2-TZVPD, OMol25).

Its spin multiplicity is 1. The total charge is -1. Its highest occupied orbital energy is -0.1019 hartree. For the energy relative to the best compared isomer or geometry (same formula, charge and spin), the calculation gives 319.8 kJ/mol. The calculation puts the orbital gap at 7.2 eV.

Geometry (Å):
1 C 0.816 -0.311 -0.673
2 C -0.680 -0.472 -0.386
3 N 1.573 -0.430 -1.566
4 N 0.162 0.749 1.440
5 O 1.252 0.207 0.866
6 O -1.031 0.044 0.863
7 H 0.056 1.715 1.057
8 H -1.230 0.043 -1.187
9 H -0.917 -1.545 -0.414

These are the Löwdin partial charges, in e, on atoms 1 to 8: -0.52 -0.24 0.01 -0.12 -0.23 -0.20 0.09 0.10

2.
# C3H7NO2

2 unconnected molecules or ions with the total composition C3H7NO2 (wB97M-V/def2-TZVPD, OMol25).

Its spin multiplicity is 1. Its highest occupied orbital energy (spin up / spin down) is -0.3499 / -0.3500 hartree. For the energy relative to the best compared isomer or geometry (same formula, charge and spin), the calculation gives 381.4 kJ/mol. The calculation puts the orbital gap (spin up / spin down) at 8.7 / 8.7 eV. The SMILES is C=C(C)N=O.O.

Geometry (Å):
1 C -0.060 0.368 0.964
2 C 0.738 -0.033 -0.027
3 C 1.918 -0.949 0.098
4 N 0.590 0.524 -1.355
5 O -0.529 0.883 -1.653
6 H -0.890 1.041 0.786
7 H 0.089 0.013 1.979
8 H 2.725 -0.614 -0.560
9 H 2.286 -0.977 1.127
10 H 1.653 -1.971 -0.197
11 O -2.948 0.284 -0.044
12 H -2.249 0.360 -0.712
13 H -3.356 1.157 -0.035

These are the Löwdin partial charges, in e, on atoms 1 to 8: 0.10 -0.37 -0.06 0.01 -0.02 0.06 0.08 0.08

3.
# C6H8S

A molecular structure, C6H8S in a non-equilibrium geometry (wB97M-V/def2-TZVPD, OMol25).

Its spin multiplicity is 1. Its highest occupied orbital energy is -0.2847 hartree. For the energy relative to the best compared isomer or geometry (same formula, charge and spin), the calculation gives 341.9 kJ/mol. The calculation puts the orbital gap at 8.7 eV.

Geometry (Å):
1 C -1.828 0.319 -0.749
2 C -2.120 0.169 0.733
3 C 1.769 -0.603 0.789
4 C 1.886 -0.544 -0.721
5 C -0.507 0.627 -0.166
6 C 0.858 0.246 -0.007
7 S 0.524 2.042 0.068
8 H -1.876 -0.587 -1.348
9 H -2.329 1.142 -1.246
10 H -2.506 1.012 1.269
11 H -2.065 -0.790 1.207
12 H 1.390 -1.501 1.251
13 H 2.529 -0.098 1.367
14 H 2.731 -0.039 -1.159
15 H 1.543 -1.397 -1.290

These are the Löwdin partial charges, in e, on atoms 1 to 8: -0.22 0.00 -0.10 -0.10 -0.55 -0.66 0.88 0.10